1.
ORCA calculation (the ωB97M-V functional and the def2-TZVPD basis) on the molecule C2H4N4O in a non-equilibrium geometry.

The structure (SMILES) is C/N=c1\nn[nH]o1. As for the net charge: 0. For the energy above the lowest of the compared OMol25 structures with the same formula, charge and spin, the calculation gives 146.4 kcal/mol. The multiplicity is 1. The calculation puts the LUMO energy at 0.414 eV. For the HOMO-LUMO gap, the calculation gives 9.82 eV.

Structure (XYZ):
```
11
C2H4N4O | the OMol25 dataset | the ωB97M-V functional and the def2-TZVPD basis
C -1.90 0.26 0.03
N -0.92 -0.93 -0.24
C 0.12 -0.45 -0.20
N 0.52 0.95 -0.21
N 1.75 0.95 -0.03
N 2.18 -0.26 -0.17
O 1.29 -1.27 0.03
H -2.48 -0.31 0.88
H -2.34 0.23 -0.95
H -1.39 1.26 0.50
H 3.17 -0.42 0.37
```


2.
ORCA calculation (the ωB97M-V functional and the def2-TZVPD basis) on the molecule C2H4N4O in a non-equilibrium geometry.

The structure (SMILES) is NNc1cnon1. As for the net charge: 0. For the energy above the lowest of the compared OMol25 structures with the same formula, charge and spin, the calculation gives 134.3 kcal/mol. The multiplicity is 1. The calculation puts the LUMO energy at 0.457 eV. For the HOMO-LUMO gap, the calculation gives 10.21 eV.

Structure (XYZ):
```
11
C2H4N4O | the OMol25 dataset | the ωB97M-V functional and the def2-TZVPD basis
N -2.22 0.53 0.23
N -1.52 -0.65 -0.37
C -0.20 -0.27 -0.21
C 0.42 1.10 -0.27
N 1.64 0.94 0.07
O 1.93 -0.43 0.17
N 0.76 -1.20 0.06
H -2.22 0.42 1.38
H -3.29 0.13 0.01
H -1.54 -1.48 0.42
H -0.31 2.02 -0.19
```


3.
ORCA calculation (the ωB97M-V functional and the def2-TZVPD basis) on a structure of composition C2H4N4O2 in a non-equilibrium geometry.

As for the net charge: 0. For the energy above the lowest of the compared OMol25 structures with the same formula, charge and spin, the calculation gives 224.9 kcal/mol. The multiplicity is 1. The calculation puts the LUMO energy at -0.155 eV. For the HOMO-LUMO gap, the calculation gives 7.81 eV.

Structure (XYZ):
```
12
C2H4N4O2 | the OMol25 dataset | the ωB97M-V functional and the def2-TZVPD basis
C 0.08 -0.62 -0.41
C -1.20 -1.35 -0.19
H 2.89 -0.90 0.55
H -1.33 -2.41 0.04
H -2.16 2.06 0.17
H 1.63 1.27 0.07
N 1.23 -1.17 -0.16
N -2.09 -0.37 0.14
N -1.55 0.89 -0.15
N -0.25 0.74 0.17
O 2.17 -0.06 0.05
O 0.58 1.90 -0.27
```


Looking at HOMO for the records above, in order, we have -0.3457, -0.3583, -0.2926 Eh.